Formula: C12H30BaN2O4
Source: OMol25
Level of theory: wB97M-V/def2-TZVPD

Calculated values
DFT total energy ... -24778.9646 eV
Relative energy (zero: lowest compared OMol25 entry of this formula, charge and spin) ... 64.13 kcal per mole
LUMO ... -6.37 eV
Highest occupied orbital energy ... -14.9 eV
Charge ... +2

```
49
C12H30BaN2O4 (wB97M-V/def2-TZVPD)
Ba 7.978 4.096 11.354
C 12.923 8.769 13.461
O 11.632 8.789 12.812
C 11.565 7.708 11.900
C 10.087 7.630 11.439
N 9.263 6.713 12.318
C 8.820 7.458 13.504
C 7.949 6.444 14.322
O 6.980 5.665 13.637
C 5.754 6.350 13.340
H 13.106 9.807 13.744
H 13.792 8.582 12.828
H 12.853 8.119 14.331
H 11.738 6.759 12.423
H 12.251 7.828 11.061
H 9.915 7.315 10.401
H 9.642 8.622 11.329
H 9.992 6.123 12.724
H 8.194 8.272 13.135
H 9.605 7.892 14.122
H 7.509 7.053 15.123
H 8.473 5.720 14.953
H 5.487 6.731 14.328
H 4.989 5.731 12.873
H 5.887 7.174 12.630
C 9.331 0.468 11.100
O 8.341 1.243 10.461
C 8.481 1.210 9.017
C 7.366 1.993 8.328
N 7.546 3.409 8.716
C 6.486 4.269 8.129
C 5.660 4.830 9.214
O 6.471 5.755 9.979
C 6.556 7.113 9.536
H 9.115 0.482 12.170
H 10.331 0.916 11.022
H 9.445 -0.567 10.772
H 8.583 0.163 8.716
H 9.463 1.552 8.662
H 6.416 1.608 8.704
H 7.344 1.916 7.240
H 8.334 3.691 8.132
H 5.965 3.847 7.270
H 7.017 5.169 7.800
H 5.275 4.133 9.966
H 4.735 5.315 8.891
H 6.407 7.295 8.477
H 7.515 7.494 9.905
H 5.947 7.711 10.222
```